[1]
Density functional theory data (ωB97M-V with the def2-TZVPD basis set) for C6H6Se3 as an isolated structure in a non-equilibrium geometry.

Last column: Mulliken charge in e.
Positions of all 15 atoms, in Å:
C (0.155, -1.757, 0.904)  -0.61
C (-0.868, -1.214, 0.067)  -0.50
C (1.258, -0.931, 1.263)  -0.19
C (-0.892, 0.108, -0.424)  0.40
C (1.316, 0.364, 0.902)  -0.19
C (0.056, 1.028, -0.101)  0.05
Se (-2.457, 0.328, -1.664)  0.00
Se (2.606, 1.731, 1.345)  -0.12
Se (0.371, 2.832, -0.667)  0.12
H (0.255, -2.748, 1.217)  0.40
H (-1.817, -1.814, -0.143)  0.18
H (2.123, -1.466, 1.649)  0.39
H (-1.740, 1.457, -2.390)  -0.02
H (2.470, 1.067, 2.795)  0.10
H (-0.637, 2.973, -1.873)  0.00

Atoms 1-6, force components in eV/Å:
-1.306 3.219 -2.179
0.006 -2.426 1.978
-0.060 -0.619 -0.768
-0.777 0.091 -0.696
-3.381 3.322 -3.458
3.180 -2.224 2.378

- frontier orbital gap (eV) = 8.3
- HOMO energy (eV) = -8.2

[2]
Density functional theory data (ωB97M-V with the def2-TZVPD basis set) for a 2-piece molecular cluster, C6H7B overall in a non-equilibrium geometry.

Last column: Mulliken charge in e.
Positions of all 14 atoms, in Å:
B (0.428, -0.612, 0.215)  0.02
C (0.830, -3.330, 0.420)  -0.44
C (0.292, -2.183, 0.205)  0.22
C (-0.964, -1.615, -0.388)  -0.38
C (-1.047, -0.313, 0.128)  0.43
C (3.027, 1.615, -0.040)  -1.00
C (-2.129, 0.696, 0.155)  -0.99
H (-1.665, -2.197, -1.080)  0.32
H (3.223, 1.018, -0.772)  0.40
H (2.860, 1.438, 0.991)  0.31
H (2.471, 2.489, -0.265)  0.30
H (-3.081, 0.434, 0.804)  0.28
H (-2.527, 0.918, -0.964)  0.25
H (-1.717, 1.643, 0.591)  0.27

Atoms 1-6, force components in eV/Å:
-0.076 0.357 0.117
-0.157 0.268 0.105
0.021 -0.025 -0.753
-1.261 0.466 0.388
-0.169 -2.071 -0.331
-2.138 3.818 3.916

- frontier orbital gap (alpha / beta) (eV) = 8.1 / 7.8
- HOMO energy (alpha / beta) (eV) = -9.0 / -8.2

[3]
Density functional theory data (ωB97M-V with the def2-TZVPD basis set) for an isolated molecule of C6H7B in a non-equilibrium geometry.

Last column: Mulliken charge in e.
Positions of all 14 atoms, in Å:
B (1.414, -1.718, 0.028)  -0.12
C (2.205, -0.589, 0.006)  0.25
C (2.233, 0.666, -0.049)  -0.46
C (0.014, -2.179, -0.153)  -0.52
C (1.117, 1.547, 0.066)  -0.10
C (-0.264, 0.660, -0.090)  -0.78
C (-0.222, -0.756, 0.355)  -0.21
H (-0.388, -2.387, -1.252)  0.25
H (-0.473, -2.823, 0.531)  0.32
H (0.970, 2.126, 1.008)  0.29
H (1.289, 2.300, -0.829)  0.25
H (-1.046, 1.151, 0.494)  0.32
H (-0.554, 0.781, -1.202)  0.23
H (-0.339, -0.746, 1.422)  0.27

Atoms 1-6, force components in eV/Å:
-1.094 0.223 -0.242
0.818 1.902 0.520
1.233 -1.264 0.489
-2.631 0.485 -2.974
-0.774 1.799 -1.313
-0.428 -0.148 -2.876

- SMILES = C1#CB2C[C@@H]2CC1
- frontier orbital gap (eV) = 7.4
- HOMO energy (eV) = -7.5

What did we get for ΔE to the lowest compared entry with this formula, charge and spin? Answer: 0.0, 160.1, 64.0 kcal per mole, in the order shown.
What did we get for electronic energy? Answer: -7436.39499, -257.29962, -257.45285 Ha, in the order shown.